Molecular formula: C48H34BO17S
Method: DFT, ωB97M-V/def2-TZVPD

Values from the calculation:
highest occupied orbital energy: -5.0 eV
LUMO: -1.1431 eV
frontier orbital gap: 3.810 eV
F_max: 0.16052 Eh/bohr
charge: -1

Each line ends with the Mulliken charge.
Element x y z (Å)
C (4.48707, 3.59614, -3.17407)  -0.79
C (3.37255, 3.68589, -4.41406)  -0.49
B (2.18418, 2.52100, -4.22550)  0.45
O (1.10999, 2.33880, -5.23613)  -0.63
C (2.27456, 1.63625, -2.82362)  0.49
C (2.91956, 0.13457, -2.68221)  -0.32
C (3.03020, -0.69726, -1.23648)  -0.74
C (2.43812, 0.06581, 0.08883)  0.36
C (1.76066, 1.55287, -0.06135)  0.22
C (1.64022, 2.38703, -1.47046)  -0.48
C (1.17856, 2.31206, 1.30154)  0.08
O (0.02095, 2.97708, 1.27413)  -0.61
C (2.12613, 2.11763, 2.66142)  0.05
C (2.37747, 3.34641, 3.72742)  0.58
C (1.66764, 4.80386, 3.35247)  0.17
O (0.41259, 5.06717, 3.72872)  -0.61
O (2.47752, 5.76368, 2.54128)  -0.69
C (3.31981, 3.07367, 5.04128)  -0.70
C (3.99044, 1.55462, 5.22889)  0.16
S (5.11041, 1.32617, 6.75675)  1.12
C (5.43256, -0.51849, 6.98440)  -0.15
O (6.48139, 2.02339, 6.52220)  -0.64
O (4.42251, 1.93657, 8.01927)  -0.64
C (3.72745, 0.31759, 4.13870)  -0.37
C (2.78484, 0.58881, 2.82348)  0.34
C (2.48657, -0.55527, 1.64044)  0.28
O (2.29426, -1.84689, 1.93622)  -0.57
H (5.00341, 2.53075, -3.18075)  0.23
H (4.00244, 3.72450, -2.11666)  0.22
H (5.34660, 4.39185, -3.28637)  0.31
H (2.88936, 4.77173, -4.30398)  0.22
H (3.94271, 3.60065, -5.43375)  0.27
H (1.48915, 2.19115, -6.15459)  0.25
H (3.37919, -0.42193, -3.63314)  0.23
H (3.51563, -1.75598, -1.12240)  0.29
H (1.14921, 3.45537, -1.55549)  0.30
H (3.51553, 3.96020, 5.80660)  0.31
H (6.44326, -0.87750, 6.50894)  0.32
H (4.52200, -1.07999, 6.50085)  -0.28
H (5.44060, -0.84610, 8.13055)  0.32
H (4.23674, -0.74432, 4.31184)  0.26
C (1.15892, -3.17387, 5.73963)  -0.41
C (0.15877, -3.67873, 6.46842)  -0.37
C (-0.07844, -3.23392, 7.85590)  0.33
O (-0.99239, -3.69691, 8.52435)  -0.59
C (0.83088, -2.20902, 8.40593)  -0.55
C (1.83104, -1.70417, 7.67713)  -0.21
C (2.06824, -2.14898, 6.28966)  0.36
O (2.98219, -1.68598, 5.62120)  -0.51
H (1.34718, -3.48966, 4.72076)  0.47
H (-0.51727, -4.43053, 6.07907)  0.42
H (0.64263, -1.89324, 9.42479)  0.44
H (2.50707, -0.95236, 8.06648)  0.43
C (0.98539, -0.45251, -7.94696)  -0.26
C (0.46490, -0.78052, -9.13348)  -0.43
C (1.29264, -0.79419, -10.35572)  0.32
O (0.81662, -1.09235, -11.44246)  -0.58
C (2.71738, -0.43315, -10.21578)  -0.45
C (3.23787, -0.10515, -9.02926)  -0.43
C (2.41013, -0.09147, -7.80703)  0.12
O (2.88615, 0.20668, -6.72028)  -0.50
H (0.39206, -0.43679, -7.04089)  0.54
H (-0.57811, -1.04845, -9.25246)  0.84
H (3.31071, -0.44888, -11.12185)  0.40
H (4.28088, 0.16278, -8.91028)  0.43
C (-5.34801, -0.86362, -9.49848)  -0.39
C (-4.07866, -0.96522, -9.09257)  -0.27
C (-3.12053, -1.84759, -9.78728)  0.42
O (-1.95905, -1.94272, -9.41522)  -0.54
C (-3.61874, -2.61164, -10.94824)  -0.38
C (-4.88809, -2.51004, -11.35415)  -0.36
C (-5.84622, -1.62767, -10.65944)  0.34
O (-7.00770, -1.53255, -11.03150)  -0.55
H (-6.06384, -0.22169, -8.99973)  0.41
H (-3.69775, -0.41082, -8.24324)  0.48
H (-2.90292, -3.25358, -11.44699)  0.43
H (-5.26900, -3.06445, -12.20348)  0.40
C (-4.87151, 1.57277, -1.96479)  -0.41
C (-3.69825, 1.15763, -2.45207)  -0.40
C (-2.42830, 1.48495, -1.77436)  0.25
O (-1.35384, 1.10708, -2.22074)  -0.48
C (-2.50518, 2.28695, -0.53715)  -0.24
C (-3.67844, 2.70209, -0.04987)  -0.40
C (-4.94839, 2.37478, -0.72758)  0.35
O (-6.02286, 2.75264, -0.28119)  -0.58
H (-5.81210, 1.34208, -2.44988)  0.38
H (-3.62523, 0.56800, -3.35807)  0.44
H (-1.56459, 2.51764, -0.05206)  0.66
H (-3.75146, 3.29172, 0.85613)  0.49
C (-4.79741, -4.45789, 10.11930)  -0.40
C (-4.23653, -3.49728, 9.37838)  -0.17
C (-4.93995, -2.22738, 9.11044)  0.35
O (-4.42816, -1.34842, 8.43074)  -0.54
C (-6.28572, -2.05960, 9.69401)  -0.35
C (-6.84660, -3.02021, 10.43494)  -0.37
C (-6.14319, -4.29010, 10.70287)  0.38
O (-6.65498, -5.16907, 11.38257)  -0.56
H (-4.29549, -5.39548, 10.32481)  0.43
H (-3.24986, -3.60486, 8.94397)  0.46
H (-6.78765, -1.12201, 9.48850)  0.41
H (-7.83328, -2.91263, 10.86935)  0.40

Forces on the atoms, in the same order (eV/Å):
C 0.5 -0.4 -0.2
C 0.6 0.5 1.2
B -0.2 0.0 -1.2
O 2.9 -0.5 0.9
C -0.7 -2.1 4.0
C -0.9 1.1 2.8
C -2.1 4.5 0.2
C -0.1 1.4 -2.6
C 0.7 -0.1 -2.0
C 2.1 -4.8 0.4
C -3.5 1.8 0.0
O 7.2 -4.0 0.1
C 1.4 -0.9 1.6
C 1.2 -3.2 0.0
C -1.5 5.4 -2.1
O 6.5 -2.2 -1.4
O -3.6 -5.9 4.4
C -0.6 -3.0 -2.8
C -2.7 0.8 -3.4
S 2.4 4.0 2.6
C -0.5 -1.7 0.3
O -4.3 -2.7 0.1
O 1.4 -2.7 -4.2
C -1.2 3.2 -0.8
C 0.7 2.8 2.2
C -0.5 -3.5 1.1
O 1.4 7.7 -1.9
H -1.1 2.2 0.0
H 0.8 -0.2 -2.1
H -1.8 -1.5 0.1
H 0.9 -2.3 -0.6
H -1.2 0.3 1.8
H -0.5 0.7 1.8
H -1.2 1.5 2.3
H -1.1 2.3 -0.4
H 1.1 -2.5 0.5
H -0.4 -2.3 -1.8
H -2.0 1.2 0.7
H 1.9 1.2 0.9
H 0.0 1.4 -2.4
H -1.3 3.0 -0.7
C -0.3 -0.3 -0.1
C 0.3 0.0 -0.3
C -0.6 -0.2 0.3
O 0.5 0.2 -0.3
C 0.4 0.2 0.0
C -0.2 0.0 0.4
C 0.3 0.2 -0.3
O -1.0 -1.0 0.7
H 0.0 0.1 0.0
H 0.0 0.0 0.0
H 0.0 0.0 0.0
H 0.0 0.1 0.0
C -0.2 -0.1 -0.3
C 0.2 0.3 0.3
C -0.3 -0.2 -0.6
O 0.3 0.2 0.6
C 0.4 0.1 0.2
C 0.1 -0.1 -0.5
C 0.1 0.0 0.7
O -0.1 0.0 -0.6
H 0.0 0.0 0.0
H 0.7 0.3 0.1
H 0.0 0.0 0.0
H 0.0 0.0 0.0
C 0.4 0.1 0.3
C -0.4 0.2 0.0
C 0.4 0.0 0.1
O -1.7 -0.6 -0.2
C -0.3 -0.1 -0.3
C 0.5 -0.2 0.0
C -0.9 0.1 -0.3
O 0.8 -0.1 0.3
H 0.0 0.0 0.0
H 0.0 0.0 0.0
H 0.0 0.0 0.0
H 0.0 0.0 0.0
C 0.3 -0.3 -0.4
C -0.5 0.0 -0.1
C 0.9 -0.2 -0.2
O -0.8 0.2 0.2
C -0.2 0.2 0.3
C 0.3 -0.1 -0.1
C -0.5 0.4 0.5
O 0.5 -0.3 -0.3
H 0.0 0.0 0.0
H 0.0 0.0 0.0
H 0.1 0.0 0.0
H 0.0 0.0 0.0
C 0.3 0.2 -0.2
C 0.1 -0.4 0.1
C 0.5 0.7 -0.5
O -0.4 -0.6 0.5
C -0.4 -0.1 0.3
C 0.0 0.4 -0.2
C -0.2 -0.6 0.4
O 0.3 0.5 -0.4
H 0.0 0.0 0.0
H 0.0 0.0 0.0
H 0.0 0.0 0.0
H 0.0 0.0 0.0